C50H59ClFeN7OTe | ωB97M-V with the def2-TZVPD basis set

Last column: Mulliken charge in e.
Atoms and positions in Å:
Fe (1.48, -0.51, -1.80)  1.3043
C (-2.01, -4.60, -1.66)  -1.3348
N (-0.69, -3.99, -1.49)  0.8524
C (0.38, -4.85, -0.98)  -0.6984
C (-0.56, -2.63, -1.57)  -2.1871
N (0.13, -1.88, -0.73)  2.3007
C (0.22, -2.29, 0.62)  -1.0040
C (-0.93, -2.74, 1.24)  -0.2893
C (-0.91, -3.38, 2.50)  -1.0759
C (0.28, -3.60, 3.11)  -1.2412
C (1.48, -3.09, 2.56)  1.4311
C (2.72, -3.36, 3.20)  -0.9575
C (3.88, -2.85, 2.70)  -1.0484
C (3.83, -1.97, 1.60)  -0.2030
C (2.65, -1.65, 0.97)  -1.9126
N (2.67, -0.62, 0.01)  2.0148
C (3.21, 0.54, 0.32)  -0.0275
N (3.79, 1.32, -0.65)  0.3343
C (4.15, 0.73, -1.95)  -1.2955
C (3.47, 2.75, -0.72)  -1.3050
N (3.26, 1.05, 1.58)  0.7531
C (4.39, 1.84, 2.04)  -1.2948
C (2.30, 0.68, 2.61)  -0.5533
C (1.45, -2.33, 1.35)  0.1584
N (-1.18, -2.07, -2.63)  0.9734
C (-1.30, -2.76, -3.91)  -1.0877
C (-1.47, -0.64, -2.67)  -0.3513
H (-2.05, -5.27, -2.52)  0.3573
H (-2.76, -3.83, -1.78)  0.3160
H (-2.25, -5.18, -0.76)  0.4740
H (-0.06, -5.77, -0.61)  0.3342
H (0.92, -4.39, -0.16)  0.1785
H (1.09, -5.08, -1.77)  0.3029
H (-1.87, -2.64, 0.70)  0.9068
H (-1.83, -3.73, 2.94)  0.3986
H (0.34, -4.16, 4.05)  0.4017
H (2.72, -3.98, 4.09)  0.4445
H (4.83, -3.08, 3.16)  0.3819
H (4.74, -1.49, 1.25)  0.5432
H (4.42, -0.31, -1.82)  0.3953
H (5.01, 1.28, -2.34)  0.4155
H (3.34, 0.80, -2.68)  0.1789
H (2.85, 3.03, 0.13)  0.3792
H (2.90, 2.95, -1.64)  0.4392
H (4.37, 3.36, -0.73)  0.3071
H (5.15, 1.92, 1.27)  0.4115
H (4.84, 1.35, 2.92)  0.3593
H (4.08, 2.85, 2.34)  0.3255
H (1.38, 0.35, 2.15)  -0.5332
H (2.09, 1.57, 3.21)  0.5854
H (2.69, -0.10, 3.27)  0.1815
H (-0.79, -3.72, -3.87)  0.3248
H (-0.84, -2.15, -4.69)  0.3642
H (-2.35, -2.92, -4.17)  0.2510
H (-1.36, -0.20, -1.69)  -0.6281
H (-2.49, -0.49, -3.01)  0.6768
H (-0.80, -0.12, -3.37)  -0.1481
C (-5.05, 3.15, 6.48)  -1.5828
C (-4.13, 2.80, 5.34)  0.6756
C (-2.96, 2.08, 5.54)  -1.1696
C (-2.10, 1.76, 4.48)  1.0903
C (-0.83, 0.99, 4.79)  -1.2982
C (-2.44, 2.15, 3.17)  -0.3250
Te (-1.09, 1.46, 1.54)  0.5086
N (0.03, 1.32, -0.39)  0.2644
C (0.30, 1.96, -1.49)  0.1788
O (1.07, 1.40, -2.38)  -0.7856
C (-0.24, 3.31, -1.87)  -0.2087
C (-0.35, 3.60, -3.23)  -0.3237
C (-0.88, 4.82, -3.65)  -0.8148
C (-1.30, 5.76, -2.71)  -0.5455
C (-1.17, 5.48, -1.35)  -0.9430
C (-0.64, 4.26, -0.94)  0.1111
C (-2.76, 0.62, 0.52)  1.1384
C (-3.10, 1.15, -0.73)  -0.4576
C (-4.18, 0.66, -1.44)  -0.3467
C (-4.92, -0.40, -0.92)  -1.0150
C (-4.58, -0.94, 0.31)  -0.4305
C (-3.52, -0.43, 1.06)  0.4237
C (-3.27, -1.01, 2.44)  -1.2888
C (-3.60, 2.92, 2.96)  1.3318
C (-3.99, 3.43, 1.59)  -1.4129
C (-4.42, 3.22, 4.04)  -0.9684
H (-4.68, 2.72, 7.42)  0.3442
H (-6.05, 2.76, 6.31)  0.3359
H (-5.13, 4.23, 6.61)  0.3491
H (-2.70, 1.76, 6.54)  0.2847
H (-0.74, 0.82, 5.87)  0.4523
H (0.05, 1.54, 4.45)  0.1685
H (-0.82, 0.01, 4.29)  0.1715
H (-0.01, 2.87, -3.95)  0.4113
H (-0.97, 5.03, -4.71)  0.4285
H (-1.71, 6.71, -3.03)  0.3899
H (-1.48, 6.21, -0.62)  0.4374
H (-0.53, 4.06, 0.12)  0.5339
H (-2.52, 1.97, -1.14)  0.1536
H (-4.45, 1.10, -2.39)  0.4776
H (-5.76, -0.80, -1.48)  0.3671
H (-5.15, -1.77, 0.71)  0.4252
H (-3.72, -2.00, 2.53)  0.4284
H (-3.71, -0.36, 3.20)  0.4099
H (-2.20, -1.09, 2.65)  -0.3582
H (-3.11, 3.73, 1.02)  0.0559
H (-4.65, 4.30, 1.68)  0.5205
H (-4.52, 2.67, 1.02)  0.2312
H (-5.33, 3.81, 3.87)  0.4114
Cl (1.40, -0.44, -5.07)  -0.2405
C (3.01, -1.13, -5.00)  1.1301
C (3.90, -0.85, -6.03)  -0.6572
C (5.21, -1.27, -5.94)  -0.4481
C (5.62, -1.95, -4.80)  -0.9135
C (4.72, -2.24, -3.79)  -0.2733
C (3.37, -1.87, -3.85)  -0.4819
C (2.43, -2.22, -2.79)  -1.8097
H (3.55, -0.28, -6.88)  0.4379
H (5.90, -1.06, -6.75)  0.3815
H (6.66, -2.26, -4.71)  0.3802
H (5.05, -2.79, -2.91)  0.4341
H (2.80, -2.90, -2.03)  0.5320
H (1.41, -2.45, -3.13)  0.7115

Output
* M: 992.968 g mol⁻¹
* gap between HOMO and LUMO (spin up / spin down): 6.88 / 6.13 eV
* spin multiplicity: 6
* largest force on an atom: 1.23 eV/Å
* total energy: -4391.09550 Eh
* HOMO (spin up / spin down): -6.399 / -6.862 eV
* energy above the lowest of the compared OMol25 structures with the same formula, charge and spin: 0.000 eV
* lowest unoccupied orbital energy (spin up / spin down): 0.48 / -0.73 eV